(1)
A single C6H10O molecule at a distorted geometry. Source: the Open Molecules 2025 dataset; level of theory: ωB97M-V/def2-TZVPD.

Last column: Löwdin charge in e.
Cartesian coordinates (Å):
C 1.340 1.394 -0.645  -0.029
C 0.322 0.429 -0.153  -0.454
C -1.148 0.285 -0.639  -0.021
C -0.918 -0.770 0.444  -0.510
O -1.734 -1.813 0.830  0.043
C -0.204 0.275 1.303  -0.021
C 0.448 -1.096 -0.221  -0.053
H 0.994 2.415 -0.473  0.081
H 2.287 1.240 -0.119  0.083
H 1.505 1.245 -1.715  0.083
H -1.316 -0.117 -1.644  0.117
H -1.817 1.121 -0.409  0.115
H -1.117 -2.478 0.512  0.091
H 0.485 -0.131 2.052  0.116
H -0.790 1.112 1.696  0.115
H 1.226 -1.559 0.402  0.120
H 0.437 -1.552 -1.222  0.120

frontier orbital gap: 10.80 eV
LUMO: 0.8 eV
total charge: 0
energy above the lowest of the compared OMol25 structures with the same formula, charge and spin: 43.0 kcal per mole
electronic energy: -309.77392 Eh
max |F|: 1.50 eV Å⁻¹

=====

(2)
A single C6H10O molecule at a distorted geometry. Source: the Open Molecules 2025 dataset; level of theory: ωB97M-V/def2-TZVPD.

Last column: Löwdin charge in e.
Cartesian coordinates (Å):
C 1.413 -1.261 1.498  0.042
C 0.195 -0.941 1.055  -0.366
C -0.968 -0.611 1.973  -0.062
C -0.050 -0.604 -0.383  -0.096
C 0.172 0.602 -0.869  -0.090
C -0.061 0.937 -2.314  -0.259
O -0.381 2.309 -2.520  -0.074
H 1.502 -1.646 2.504  0.062
H 2.250 -1.107 0.824  0.066
H -1.658 0.069 1.476  0.072
H -0.625 -0.083 2.864  0.076
H -1.528 -1.476 2.343  0.077
H -0.576 -1.384 -0.934  0.124
H 0.613 1.384 -0.250  0.125
H -0.875 0.318 -2.694  0.116
H 0.842 0.709 -2.883  0.115
H -0.266 2.787 -1.689  0.073

frontier orbital gap: 10.39 eV
SMILES: C=C(C)/C=C/CO
LUMO: 1.0 eV
total charge: 0
energy above the lowest of the compared OMol25 structures with the same formula, charge and spin: 34.9 kcal per mole
electronic energy: -309.78683 Eh
max |F|: 1.26 eV Å⁻¹

=====

(3)
2 unconnected molecules or ions with the total composition C6H10O. Source: the Open Molecules 2025 dataset; level of theory: ωB97M-V/def2-TZVPD.

Last column: Löwdin charge in e.
Cartesian coordinates (Å):
C -0.619 0.391 1.630  -0.057
C 0.068 -0.221 0.410  -0.303
C -0.755 -1.296 -0.322  -0.149
C -0.910 -0.762 -1.725  -0.048
C -0.320 0.421 -1.909  -0.001
C 0.328 0.857 -0.649  -0.393
O 0.948 1.883 -0.459  0.048
H -1.615 0.766 1.364  0.090
H -0.736 -0.348 2.430  0.081
H -0.030 1.231 2.009  0.080
H 1.046 -0.617 0.711  0.130
H -1.739 -1.449 0.143  0.118
H -0.260 -2.275 -0.329  0.118
H -1.458 -1.311 -2.488  0.111
H -0.296 1.012 -2.819  0.114
H 3.432 0.648 1.167  0.041
H 2.915 1.071 0.836  0.021

frontier orbital gap: 10.19 eV
SMILES: C[C@H]1CC=CC1=O.[H][H]
LUMO: 0.7 eV
total charge: 0
energy above the lowest of the compared OMol25 structures with the same formula, charge and spin: 17.2 kcal per mole
electronic energy: -309.81502 Eh
max |F|: 0.49 eV Å⁻¹

=====

(4)
A molecular structure, C6H10O. Source: the Open Molecules 2025 dataset; level of theory: ωB97M-V/def2-TZVPD.

Last column: Löwdin charge in e.
Cartesian coordinates (Å):
C 2.193 0.430 -1.526  -0.039
C -0.156 0.136 0.917  -0.328
C -0.016 -1.350 0.681  -0.059
C -1.288 -1.093 -0.215  -0.103
C -1.123 0.425 0.047  -0.106
C -1.503 1.469 1.095  -0.074
O -0.295 1.098 1.885  0.008
H 2.931 0.776 -0.797  0.026
H 2.379 -0.626 -1.738  0.019
H 2.289 1.010 -2.444  0.018
H 0.893 -1.674 0.165  0.096
H -0.195 -1.991 1.548  0.111
H -2.179 -1.511 0.265  0.107
H -1.244 -1.418 -1.258  0.095
H 1.184 0.567 -1.136  -0.011
H -2.387 1.222 1.685  0.125
H -1.483 2.528 0.825  0.113

frontier orbital gap: 9.56 eV
LUMO: 1.0 eV
total charge: 0
energy above the lowest of the compared OMol25 structures with the same formula, charge and spin: 96.9 kcal per mole
electronic energy: -309.68801 Eh
max |F|: 0.45 eV Å⁻¹

=====

(5)
2 unconnected molecules or ions with the total composition C6H10O. Source: the Open Molecules 2025 dataset; level of theory: ωB97M-V/def2-TZVPD.

Last column: Löwdin charge in e.
Cartesian coordinates (Å):
O 2.734 -0.315 1.998  0.052
C 2.681 -0.365 0.793  -0.263
C 1.414 -0.199 -0.012  -0.163
C 0.186 0.013 0.863  -0.155
C -1.091 0.057 0.129  -0.322
C -2.337 0.370 0.101  -0.033
C -1.907 -0.737 -0.841  -0.116
H 3.597 -0.534 0.183  0.121
H 1.565 0.645 -0.701  0.111
H 1.290 -1.087 -0.649  0.129
H 0.304 0.887 1.510  0.130
H 0.057 -0.856 1.522  0.137
H -3.148 0.870 0.614  0.100
H -1.852 -0.595 -1.934  0.075
H -2.112 -1.772 -0.542  0.079
H -0.412 1.844 -1.751  0.070
H -0.968 1.774 -1.283  0.049

frontier orbital gap: 10.19 eV
SMILES: O=CCCC1=CC1.[H][H]
LUMO: 1.0 eV
total charge: 0
energy above the lowest of the compared OMol25 structures with the same formula, charge and spin: 81.7 kcal per mole
electronic energy: -309.71217 Eh
max |F|: 0.73 eV Å⁻¹

=====

(6)
2 unconnected molecules or ions with the total composition C6H10O. Source: the Open Molecules 2025 dataset; level of theory: ωB97M-V/def2-TZVPD.

Last column: Löwdin charge in e.
Cartesian coordinates (Å):
C 1.835 -0.504 0.514  -0.055
C 0.434 -0.010 0.664  -0.248
C -0.142 1.197 0.554  0.003
C -1.540 0.640 0.528  -0.240
O -1.990 0.308 -0.812  -0.088
C -1.465 -1.022 -0.712  -0.139
C -0.890 -0.755 0.696  -0.150
H 2.120 -1.196 1.313  0.077
H 2.550 0.323 0.496  0.070
H 1.944 -1.042 -0.438  0.082
H 0.258 2.185 0.348  0.096
H -2.340 1.067 1.142  0.145
H -0.744 -1.262 -1.506  0.117
H -2.264 -1.773 -0.746  0.116
H -1.139 -1.445 1.506  0.138
H 2.053 1.671 -1.842  0.047
H 1.322 1.620 -1.704  0.029

frontier orbital gap: 10.51 eV
SMILES: CC1=C[C@H]2OC[C@@H]12.[H][H]
LUMO: 1.1 eV
total charge: 0
energy above the lowest of the compared OMol25 structures with the same formula, charge and spin: 72.2 kcal per mole
electronic energy: -309.72724 Eh
max |F|: 0.38 eV Å⁻¹

=====

(7)
2 unconnected molecules or ions with the total composition C6H10O. Source: the Open Molecules 2025 dataset; level of theory: ωB97M-V/def2-TZVPD.

Last column: Löwdin charge in e.
Cartesian coordinates (Å):
C -0.398 -1.671 -1.459  0.030
C 0.548 -1.193 -0.660  -0.174
C 0.322 -0.351 0.531  -0.347
C 1.323 -0.185 1.398  0.067
C -0.992 0.308 0.688  -0.153
C -1.518 0.714 1.838  0.025
H -0.151 -2.266 -2.328  0.061
H -1.442 -1.476 -1.255  0.059
H 1.583 -1.436 -0.877  0.103
H 1.233 0.424 2.288  0.064
H 2.281 -0.665 1.250  0.064
H -1.544 0.472 -0.229  0.097
H -2.472 1.218 1.840  0.056
H -1.010 0.541 2.781  0.060
O 0.378 1.834 -2.056  -0.055
H 1.042 2.478 -2.327  0.039
H 0.816 1.254 -1.425  0.003

frontier orbital gap: 9.38 eV
SMILES: C=CC(=C)C=C.O
LUMO: 0.6 eV
total charge: 0
energy above the lowest of the compared OMol25 structures with the same formula, charge and spin: 33.6 kcal per mole
electronic energy: -309.78883 Eh
max |F|: 0.23 eV Å⁻¹

=====

(8)
A single C6H10O molecule. Source: the Open Molecules 2025 dataset; level of theory: ωB97M-V/def2-TZVPD.

Last column: Löwdin charge in e.
Cartesian coordinates (Å):
C 1.648 -1.195 -1.036  -0.071
C 0.501 -0.534 -0.319  -0.350
C -0.771 -1.337 -0.282  -0.053
C 0.646 0.669 0.242  -0.085
C -0.329 1.352 1.162  -0.166
C -1.564 1.977 0.551  -0.270
O -1.969 1.787 -0.569  0.055
H 1.378 -1.506 -2.052  0.080
H 1.941 -2.103 -0.493  0.083
H 2.524 -0.541 -1.090  0.074
H -1.174 -1.410 -1.300  0.092
H -1.549 -0.884 0.338  0.068
H -0.591 -2.363 0.065  0.082
H 1.581 1.201 0.070  0.105
H 0.180 2.134 1.740  0.112
H -0.707 0.648 1.921  0.123
H -2.124 2.635 1.254  0.119

frontier orbital gap: 9.98 eV
SMILES: CC(C)=CCC=O
LUMO: 1.0 eV
total charge: 0
energy above the lowest of the compared OMol25 structures with the same formula, charge and spin: 9.6 kcal per mole
electronic energy: -309.82701 Eh
max |F|: 0.50 eV Å⁻¹